66
Properties=species:S:1:pos:R:3:forces:R:3:lowdin_charge:R:1 method="wB97M-V/def2-TZVPD" homo_ha=-0.53977 charge=+2 fmax_ev_per_a=1.0 lumo_ev=-6.62
Sc -0.90435 -0.77354 -0.15366 0.513 0.640 0.628 1.138
C -1.15797 -4.23584 0.65667 -0.021 -0.048 0.000 -0.003
C -1.46051 -3.36986 1.83866 -0.001 -0.034 0.045 -0.271
C -1.49798 -3.95199 3.10898 -0.042 0.029 -0.042 0.014
C -1.75590 -3.18025 4.21709 -0.010 0.029 -0.010 0.002
C -2.00998 -1.82402 4.04375 0.013 -0.022 -0.077 0.010
C -1.97358 -1.30222 2.76837 -0.003 0.028 0.046 -0.210
N -1.67260 -2.05194 1.67924 -0.013 0.097 -0.126 0.065
C -2.26882 0.13178 2.51472 -0.029 0.016 0.063 -0.177
C -2.89175 0.95948 3.43846 0.039 -0.040 -0.036 0.035
C -3.16897 2.26748 3.07924 0.011 0.000 -0.028 0.015
C -2.84434 2.72027 1.80999 0.029 -0.053 -0.016 0.036
C -2.22999 1.84112 0.93321 0.023 0.058 -0.022 -0.177
N -1.93896 0.58667 1.29945 -0.117 -0.133 -0.111 0.060
C -1.91908 2.17647 -0.48078 -0.034 0.027 0.058 -0.219
C -1.91096 3.47774 -0.93078 -0.010 -0.071 -0.029 0.010
C -1.68577 3.71339 -2.28398 -0.005 -0.014 0.014 0.007
C -1.54165 2.63845 -3.12807 -0.006 -0.039 0.016 0.019
C -1.56341 1.33508 -2.62112 -0.016 0.096 -0.022 -0.263
C -1.51278 0.19538 -3.58725 -0.032 -0.063 0.005 0.013
N -1.68354 1.11569 -1.29834 -0.035 -0.131 0.083 0.071
H -1.42368 -5.26581 0.88388 0.032 -0.012 -0.002 0.101
H -0.08680 -4.22165 0.43630 0.004 0.021 -0.042 0.103
H -1.69041 -3.92574 -0.23687 -0.001 -0.008 0.047 0.077
H -1.32477 -5.01438 3.19886 0.004 -0.026 0.009 0.132
H -1.77547 -3.61910 5.20519 0.001 -0.008 0.014 0.132
H -2.22478 -1.19700 4.89483 -0.009 0.011 0.014 0.119
H -3.18956 0.58877 4.40671 -0.004 -0.002 0.010 0.124
H -3.66687 2.92619 3.77701 -0.010 0.014 0.017 0.134
H -3.10448 3.72138 1.50427 -0.007 0.023 0.005 0.124
H -2.07812 4.30102 -0.25390 0.002 0.015 0.024 0.122
H -1.66104 4.72389 -2.66751 0.000 0.023 -0.006 0.133
H -1.43179 2.77811 -4.19439 0.009 0.005 -0.013 0.137
H -2.15756 0.42913 -4.43386 0.008 0.002 -0.021 0.112
H -1.85998 -0.73622 -3.15018 0.016 0.047 -0.002 0.080
H -0.51099 0.05086 -3.99504 0.020 -0.016 -0.013 0.092
O 3.12435 -2.22789 -5.27204 -0.068 -0.013 0.127 0.161
C 1.95936 -1.83827 -4.74905 0.076 0.186 -0.255 -0.475
O 0.93357 -1.89567 -5.35783 -0.014 -0.079 0.071 0.172
C 1.97117 -1.22015 -3.38619 0.021 -0.015 0.331 -0.056
C 2.65240 -0.11007 -2.91851 -0.133 -0.022 -0.150 -0.573
Cl 3.88173 0.77022 -3.67933 -0.003 -0.015 -0.002 0.869
N 2.10040 0.27324 -1.74210 -0.025 -0.184 0.119 -0.039
N 1.08173 -0.55749 -1.41622 -0.131 0.078 -0.125 0.078
C 1.01535 -1.45283 -2.39359 0.009 -0.086 -0.269 -0.149
C -0.01277 -2.53066 -2.26230 -0.242 -0.043 0.125 -0.495
O 0.09151 -3.61472 -2.73966 -0.021 0.066 -0.053 0.201
O -1.02252 -2.12050 -1.46497 0.139 -0.502 -0.507 -0.177
C 2.52759 1.31253 -0.85717 -0.008 0.017 -0.056 -0.215
C 3.86315 1.40454 -0.50427 0.038 0.031 0.101 -0.038
C 4.26345 2.44389 0.32343 0.010 -0.044 0.041 -0.054
C 3.33424 3.34982 0.81508 -0.041 -0.027 -0.022 -0.051
C 1.99529 3.23097 0.46401 0.020 -0.013 -0.012 -0.050
C 1.58929 2.21804 -0.39128 -0.084 0.073 -0.005 -0.016
H 3.84244 -2.17128 -4.62901 0.040 -0.033 -0.023 0.121
H 4.58518 0.68562 -0.86787 -0.029 -0.002 -0.012 0.115
H 5.30803 2.53790 0.58706 0.004 0.016 0.016 0.121
H 3.65481 4.15566 1.46000 0.008 0.015 0.017 0.118
H 1.27137 3.94705 0.82890 -0.002 0.024 0.010 0.112
H 0.56179 2.16146 -0.73321 0.131 -0.013 0.019 0.085
Cl 2.68531 -2.89352 3.69208 0.043 -0.007 0.023 0.685
C 2.46874 -1.16644 3.42663 -0.184 -0.022 -0.241 -1.621
Cl 3.97656 -0.37121 3.00080 0.027 -0.015 0.011 0.689
Cl 1.70489 -0.39360 4.81384 -0.019 0.024 0.039 0.672
C 1.54346 -1.02351 2.27988 0.085 0.070 -0.044 -0.284
N 0.82733 -0.91192 1.39384 0.034 0.078 0.249 0.198